16
Properties=species:S:1:pos:R:3:forces:R:3 method="wB97M-V/def2-TZVPD" homo_ev=-8.0 charge=0 fmax_ev_per_a=1.80 de_lowest_ev=2.029
C 2.6445 0.1883 0.9906 -0.1 0.6 -0.5
C 2.2405 -0.1638 -0.2282 0.0 -0.6 0.3
N 2.0977 -1.5031 -0.5996 0.3 0.4 0.0
H 2.9677 -0.5180 1.7288 -0.1 -0.3 0.3
H 2.6484 1.2297 1.2507 0.2 0.2 0.1
H 2.0102 0.5854 -0.9731 -0.1 0.0 -0.1
H 1.7782 -2.0682 0.1679 0.0 -0.3 -0.2
H 1.6659 -1.7104 -1.4807 -0.2 0.1 0.0
C -2.0575 1.3052 -0.6845 -1.5 0.9 -0.5
C -2.3837 -0.6008 0.6040 -0.5 0.4 -0.2
N -1.6745 0.0396 -0.2035 1.2 -0.8 0.4
H -1.5693 2.1082 -0.1397 0.5 0.0 0.0
H -3.1388 1.5188 -0.5802 0.1 -0.2 0.1
H -1.8331 1.3790 -1.7466 0.2 0.2 0.0
H -2.0171 -1.5351 0.9867 0.0 -0.4 0.2
H -3.3791 -0.2548 0.9074 0.0 0.0 0.2

16
Properties=species:S:1:pos:R:3:forces:R:3 method="wB97M-V/def2-TZVPD" homo_ev="-8.1 / -8.1" charge=0 fmax_ev_per_a=3.98 de_lowest_ev=4.812
C 1.8824 -1.0290 -0.4509 -0.6 0.5 0.7
C 0.8674 -0.7218 0.4194 1.5 -0.4 -3.6
C -2.0829 -0.7268 0.1545 -0.3 0.8 -2.8
C 1.0272 1.6278 0.0803 1.0 -0.2 1.8
N -1.3809 0.3645 -0.5043 3.1 0.1 0.7
N 0.2112 0.4917 0.5370 -1.7 1.3 -0.4
H 2.3505 -1.9650 -0.7273 -0.6 -0.6 1.0
H 2.3999 -0.3053 -1.0393 -0.1 1.0 -0.2
H 0.3685 -1.5148 0.8517 -0.9 -1.6 1.2
H -1.6118 -0.8400 1.0309 1.0 -0.6 3.8
H -3.1452 -0.5742 0.2819 -0.2 0.1 -0.1
H -1.8252 -1.5802 -0.4308 -0.5 -1.0 -0.4
H 2.1155 1.3118 0.0454 -1.3 0.7 0.5
H 0.8052 1.8541 -0.9051 -0.6 0.7 -2.1
H 0.8991 2.5554 0.7217 0.0 -1.3 -0.6
H -1.8025 1.2489 -0.2798 0.0 0.5 0.6

16
Properties=species:S:1:pos:R:3:forces:R:3 method="wB97M-V/def2-TZVPD" homo_ev=-8.3 charge=0 fmax_ev_per_a=1.77 de_lowest_ev=2.562
C -1.7095 0.5495 -1.1029 0.1 -0.2 0.0
C -1.6004 -0.7705 -1.2049 0.3 -0.5 0.1
N -2.2208 -1.6477 -2.0985 -0.4 0.2 -0.5
H -2.4640 1.1351 -1.6089 0.3 0.1 -0.4
H -0.9233 1.0128 -0.5288 -0.6 0.4 0.5
H -0.9934 -1.3013 -0.4728 0.4 0.2 -0.3
H -2.6226 -1.1651 -2.8940 -0.2 0.1 0.2
H -1.5640 -2.3075 -2.4941 0.0 -0.2 0.4
C 1.8694 0.1934 2.5044 -1.4 0.4 0.9
C 1.5930 0.9344 0.3273 -0.7 0.2 -1.3
N 1.2814 0.0546 1.1699 1.7 -0.3 0.2
H 2.7991 0.7565 2.5540 0.1 0.0 -0.3
H 1.1793 0.6722 3.2134 -0.1 0.0 -0.2
H 2.0102 -0.8017 2.9121 0.2 -0.2 -0.1
H 1.5382 0.6881 -0.7361 -0.7 0.0 0.0
H 1.8273 1.9971 0.4600 0.8 -0.2 0.8

16
Properties=species:S:1:pos:R:3:forces:R:3 method="wB97M-V/def2-TZVPD" homo_ev=-7.5 charge=0 fmax_ev_per_a=5.76 de_lowest_ev=2.966
C -1.0183 -1.5525 0.0711 -0.9 0.2 0.2
C -0.5944 -0.2450 -0.0762 -0.1 -2.4 1.8
C -1.5940 0.9129 -0.1778 0.7 -3.0 0.6
C 1.2786 1.2919 0.0871 5.3 -2.0 -1.3
N 1.6787 -1.1076 -0.0887 0.1 2.0 -1.1
N 0.7757 -0.0065 -0.1259 -1.3 -1.1 -0.8
H -0.3908 -2.4395 0.1485 0.4 0.6 -0.1
H -2.0564 -1.9380 0.2071 0.6 1.3 -0.4
H -1.7628 1.6211 0.5790 0.5 0.7 1.5
H -2.5007 0.3750 -0.3040 -1.1 0.0 -0.5
H -1.2693 1.3850 -1.0216 0.1 1.7 -2.6
H 2.0972 1.5339 -0.6862 -1.3 -0.1 1.0
H 0.5496 1.9478 0.1073 -3.7 3.2 -0.7
H 1.7173 1.4926 1.0481 0.7 -0.6 0.9
H 1.3593 -1.9057 -0.6178 -0.4 0.3 -0.3
H 1.7301 -1.3655 0.8503 0.2 -0.9 1.9

16
Properties=species:S:1:pos:R:3:forces:R:3 method="wB97M-V/def2-TZVPD" homo_ev=-8.5 charge=0 fmax_ev_per_a=5.11 de_lowest_ev=3.728
C 1.9043 0.9847 -0.3066 2.2 0.9 0.7
C 1.5131 -0.4442 0.2371 1.5 0.0 0.1
C 0.1749 -0.9902 -0.2832 1.4 0.7 1.5
C -0.9721 -0.2289 0.2262 -2.8 1.8 -0.8
H 3.1854 0.9287 -0.2892 -3.8 0.8 -0.1
H 1.5664 1.0122 -1.4107 0.6 0.6 1.8
H 1.5158 2.0455 0.4153 1.1 -3.6 -2.5
H 2.3154 -1.2006 -0.0730 -0.9 1.2 0.1
H 1.6453 -0.4473 1.3420 -0.6 0.0 -0.5
H 0.1080 -2.0115 0.0804 -0.1 -0.4 -0.4
H 0.2094 -0.9008 -1.3477 -0.2 -0.5 -0.8
H -0.8065 0.3698 1.3270 -1.1 -1.8 -3.0
H -4.0686 0.2002 -0.4142 2.7 0.6 1.1
H -3.1387 0.3411 1.0650 0.0 0.2 -1.5
N -2.0424 -0.1513 -0.5949 2.7 0.1 4.3
N -3.1096 0.4924 0.0264 -2.7 -0.5 -0.2

16
Properties=species:S:1:pos:R:3:forces:R:3 method="wB97M-V/def2-TZVPD" homo_ev=-9.6 charge=0 fmax_ev_per_a=2.07 de_lowest_ev=0.909
C -1.0932 0.5725 -2.5573 0.1 0.5 0.2
C -1.1270 -0.2618 -1.2818 0.3 1.0 0.2
C 0.1680 -0.1652 -0.4690 -1.0 -1.4 1.2
N 1.4788 0.7115 1.9774 -0.4 -1.6 -0.7
C 0.5405 -0.3780 1.8761 -0.1 1.1 0.8
N -0.1440 -0.7424 0.8873 0.4 0.1 -1.0
H -1.0692 1.6631 -2.3999 0.3 -0.3 0.2
H -1.9768 0.4180 -3.1803 0.2 -0.3 -0.1
H -0.1767 0.2676 -3.0742 -0.3 0.3 -0.4
H -1.2536 -1.2804 -1.6246 -0.3 -0.4 0.5
H -1.8789 0.0421 -0.5469 -0.4 -0.2 -0.6
H 0.8752 -0.8868 -0.8786 0.5 0.5 -0.2
H 0.5334 0.8570 -0.3873 0.1 0.1 -0.4
H 2.2958 0.2997 2.4197 0.2 0.5 0.1
H 1.7153 0.9624 1.0208 0.4 0.3 0.3
H 0.3384 -0.8246 2.8547 0.0 -0.1 -0.2

16
Properties=species:S:1:pos:R:3:forces:R:3 method="wB97M-V/def2-TZVPD" homo_ev=-8.1 charge=0 fmax_ev_per_a=3.09 de_lowest_ev=1.676
C 1.0951 1.0316 -0.0610 1.5 0.7 0.3
C -0.1724 0.6296 0.7031 0.3 -0.8 -0.6
C -0.5435 -0.8253 0.4788 -3.0 0.1 -0.6
C -1.7863 -1.2099 0.8317 -0.4 0.7 0.3
N 0.2431 -1.6048 -0.3313 1.5 -0.6 -0.1
N 0.8683 1.5343 -1.4182 0.0 0.1 0.3
H 1.8391 0.2353 -0.1457 -0.5 -0.4 -0.1
H 1.7381 1.6809 0.5819 -0.8 0.5 -0.7
H -0.2158 0.6710 1.7947 0.6 0.9 -0.1
H -0.9337 1.2640 0.2447 -0.3 -0.2 0.4
H -2.2147 -2.2041 0.7925 0.4 -0.2 -0.3
H -2.5292 -0.4517 1.1347 0.7 -0.3 0.2
H -0.1762 -2.4363 -0.7287 0.1 0.1 0.5
H 1.1790 -1.7472 0.0428 -0.2 -0.2 -0.5
H 0.7365 2.4895 -1.6930 0.0 0.2 0.7
H 0.8725 0.9431 -2.2270 0.1 -0.5 0.4

16
Properties=species:S:1:pos:R:3:forces:R:3 method="wB97M-V/def2-TZVPD" homo_ev=-7.7 charge=0 fmax_ev_per_a=7.61 de_lowest_ev=9.234
C 2.0178 -0.0433 0.3400 0.9 3.2 -2.6
C 1.1340 0.3007 -0.7866 -3.6 -1.3 0.4
C -0.2139 1.0807 -0.1668 6.3 1.3 4.0
N -2.1310 -0.6564 -0.7129 0.2 0.9 0.6
C -1.6464 -0.7083 0.5703 -1.7 -2.4 1.9
N -0.4344 0.2442 1.0656 -2.1 2.0 -2.2
H 2.3803 -1.0580 0.2137 0.2 -0.1 1.3
H 0.6342 -0.6189 -1.1497 0.5 0.2 -0.4
H 0.5217 -0.0962 1.2726 0.2 -1.5 -0.1
H 1.4975 0.8966 -1.5806 0.8 0.7 -0.7
H 2.6952 0.8941 0.4640 -0.6 -2.2 0.8
H 0.4800 2.0131 0.3103 -2.7 -1.5 -1.6
H -1.0938 1.2032 -0.7686 0.1 0.4 -0.4
H -1.3875 -1.7289 0.9582 -0.1 0.7 -0.3
H -2.0174 -1.4614 -1.3319 0.5 -0.2 0.7
H -2.4364 -0.2613 1.3024 1.1 -0.4 -1.3

16
Properties=species:S:1:pos:R:3:forces:R:3 method="wB97M-V/def2-TZVPD" homo_ev=-8.9 charge=0 fmax_ev_per_a=4.55 de_lowest_ev=3.584
C -0.8840 -1.2231 -0.2094 0.5 -1.0 -0.2
C -0.1995 0.0016 0.2744 -0.4 -0.8 4.5
C 2.3475 0.2260 0.0840 0.2 -1.3 0.0
C 0.9484 0.6331 -0.3669 0.7 -0.4 -2.8
N -1.4511 0.1356 -0.3832 -0.8 -0.1 0.5
N -2.6221 0.7172 0.2495 2.7 0.5 -3.5
H -0.4101 -1.7358 -1.0774 -0.9 0.6 0.2
H -1.1865 -1.9483 0.5743 -0.2 0.8 -0.5
H -0.1339 -0.1117 1.4753 -0.5 0.9 -2.4
H 3.1050 0.3874 -0.7042 -0.3 1.0 0.5
H 2.4267 -0.8976 0.0239 -0.3 0.8 1.1
H 2.5999 0.6950 1.0876 0.0 -0.9 -1.3
H 0.7663 0.1898 -1.4600 0.8 1.8 1.7
H 0.8507 1.7318 -0.2695 -0.1 -0.5 -0.7
H -2.8217 0.4747 1.1484 -0.8 -1.3 2.7
H -3.3356 0.7244 -0.4468 -0.6 -0.2 0.2

16
Properties=species:S:1:pos:R:3:forces:R:3 method="wB97M-V/def2-TZVPD" homo_ev=-8.5 charge=0 fmax_ev_per_a=4.15 de_lowest_ev=2.342
C -2.2288 -0.3054 0.0408 -0.5 2.6 -3.2
C -1.4233 0.8708 0.5381 -0.7 0.8 1.4
C 1.4894 -0.0719 -1.1052 1.4 -1.4 -0.1
C 2.3573 -0.6221 -0.0286 1.8 0.7 0.8
H -3.2983 0.0164 -0.0298 0.8 -0.6 -0.2
H -1.7554 -0.5326 -0.9546 -1.1 0.0 0.6
H -2.1372 -1.1325 0.6315 0.2 -2.2 1.8
H -1.7358 1.8701 0.1212 0.1 -1.1 0.3
H -1.5447 0.8579 1.6506 -0.1 0.7 -0.7
H 0.3374 0.1101 1.1118 0.4 0.0 -0.7
H 1.7569 -0.1207 -2.1238 0.6 -0.3 -1.1
H 2.7792 0.4214 0.4474 -0.9 -2.9 -0.2
H 3.2743 -1.2304 -0.3891 -1.6 1.2 0.4
H 1.7455 -1.3279 0.6478 1.1 1.4 -0.5
N -0.0157 0.7071 0.3604 0.7 -0.2 0.7
N 0.3988 0.4897 -0.9186 -2.1 1.2 0.7

17
Properties=species:S:1:pos:R:3:forces:R:3 method="wB97M-V/def2-TZVPD" homo_ev="-9.2 / -9.1" charge=0 fmax_ev_per_a=1.81 de_lowest_ev=5.916
C 2.6523 -0.4616 -0.6878 0.1 -0.4 0.0
N 1.2518 -0.4647 -0.9447 0.0 0.2 -1.8
C 0.4648 -0.1480 0.1870 1.2 0.6 -0.7
O 0.7037 -0.9783 1.1544 -0.7 0.2 1.3
N -0.9215 0.1057 -0.1416 -0.5 -0.3 0.4
C -1.8513 -0.9121 0.3215 -0.2 -0.1 0.0
C -1.4134 1.4578 0.0435 0.0 0.1 0.0
H 2.9348 -0.0634 0.2955 0.1 0.0 -0.1
H 2.9654 -1.5162 -0.7273 0.1 0.1 0.1
H 3.1768 0.0350 -1.5137 -0.1 0.0 0.2
H 0.8870 0.9211 0.3060 -0.3 -0.5 0.7
H -2.1202 -0.7924 1.3804 0.0 0.0 -0.1
H -1.3951 -1.8962 0.1984 0.0 0.1 0.0
H -2.7657 -0.8520 -0.2795 0.2 0.0 0.1
H -0.7815 2.1685 -0.4987 0.0 -0.1 0.1
H -2.4262 1.5238 -0.3669 0.2 0.0 0.1
H -1.4578 1.7562 1.1034 0.0 -0.1 -0.1

17
Properties=species:S:1:pos:R:3:forces:R:3 method="wB97M-V/def2-TZVPD" homo_ev=-8.9 charge=0 fmax_ev_per_a=0.65 de_lowest_ev=1.852
C 0.4460 -0.5298 0.7820 0.0 0.1 -0.4
C -0.8435 -1.2104 1.2024 0.5 -0.2 0.4
C -2.0439 -0.3640 0.9049 -0.1 0.2 0.0
O -2.0412 0.8375 0.9851 0.0 0.0 -0.1
N 0.6898 -0.6267 -0.6569 0.3 -0.1 -0.2
C 1.4033 0.5057 -1.2115 -0.3 0.3 0.3
N 0.4754 1.5922 -1.5529 0.1 0.2 0.0
H 0.3498 0.5149 1.0906 0.0 0.1 0.1
H 1.3056 -0.9450 1.3147 -0.1 -0.1 0.0
H -0.7868 -1.3202 2.2867 -0.2 0.1 0.2
H -0.9669 -2.2339 0.8505 0.1 0.0 -0.4
H -2.9621 -0.8917 0.6124 -0.2 -0.1 0.0
H -0.1525 -0.7198 -1.2113 -0.2 -0.1 0.3
H 1.9033 0.2127 -2.1300 0.1 0.0 -0.1
H 2.1596 0.8206 -0.4816 0.1 -0.2 -0.1
H 0.1044 2.0364 -0.7180 0.0 -0.1 0.0
H 0.9596 2.3215 -2.0672 0.0 -0.1 0.0

17
Properties=species:S:1:pos:R:3:forces:R:3 method="wB97M-V/def2-TZVPD" homo_ev=-9.4 charge=0 fmax_ev_per_a=2.04 de_lowest_ev=0.888
C 1.7823 -1.6421 -0.7509 0.8 -0.1 0.1
C 1.2713 -0.3188 -0.1611 -0.5 -0.2 -1.2
C -0.0876 -0.6365 0.4483 -1.6 0.5 0.3
C -1.2403 0.3819 0.7060 1.5 1.4 0.0
N -1.2064 1.5623 0.0107 0.2 -0.8 0.0
O -2.0743 0.1440 1.5439 -0.5 -0.4 0.3
N 1.0567 0.6810 -1.2615 0.3 -1.3 -0.7
H 1.2659 -2.0590 -1.6236 -0.4 0.7 0.0
H 2.8207 -1.4847 -1.0704 0.0 -0.4 0.2
H 1.6921 -2.4432 -0.0181 0.5 0.0 0.2
H 2.0340 0.0409 0.5342 -0.4 0.2 0.1
H -0.0275 -1.1015 1.4328 0.2 -0.4 -0.3
H -0.6149 -1.2955 -0.2515 0.3 -0.5 0.2
H -1.7282 2.3309 0.3825 -0.3 0.1 0.0
H -0.4051 1.7090 -0.5917 0.0 0.2 0.1
H 1.8800 0.7190 -1.8637 0.5 0.4 0.6
H 0.5155 0.0879 -1.9016 -0.6 0.6 0.0

17
Properties=species:S:1:pos:R:3:forces:R:3 method="wB97M-V/def2-TZVPD" homo_ev=-8.6 charge=0 fmax_ev_per_a=1.50 de_lowest_ev=1.391
C -1.3135 1.2658 0.9657 -0.2 -0.5 0.5
N -0.6747 -0.0261 1.3019 -0.4 -0.2 -1.4
C -1.5692 -1.0861 0.7954 0.8 0.8 -0.9
C 0.6304 -0.2309 0.6711 -0.4 0.4 0.9
C 0.8053 0.0073 -0.8262 0.9 0.3 0.3
N 1.9449 -0.5912 -1.2997 -0.1 -0.3 -0.3
O 0.1291 0.7422 -1.5088 -0.5 -0.4 -0.1
H -1.8489 1.2225 0.0142 0.2 0.1 -0.1
H -0.5811 2.0667 0.9333 0.0 0.1 0.1
H -2.0696 1.4374 1.7350 0.1 0.3 0.1
H -1.7638 -0.9572 -0.2820 0.4 -0.1 -0.1
H -1.1104 -2.0520 0.9392 -0.2 -0.4 0.3
H -2.5470 -0.9823 1.1897 -0.8 -0.2 1.1
H 1.3379 0.4421 1.1707 0.1 -0.1 -0.1
H 0.9043 -1.2543 0.9253 0.3 0.0 -0.1
H 2.0860 -0.6545 -2.2921 0.1 0.4 -0.1
H 2.6953 -0.8930 -0.7058 -0.2 -0.2 0.1

17
Properties=species:S:1:pos:R:3:forces:R:3 method="wB97M-V/def2-TZVPD" homo_ev=-7.4 charge=0 fmax_ev_per_a=7.53 de_lowest_ev=10.040
C -0.0107 -1.7925 -0.3166 2.0 2.7 -2.0
C 0.1706 -0.4598 0.4758 0.4 -1.1 -0.6
C 1.0409 0.6147 -0.1467 -4.1 0.6 0.7
N -1.2636 -0.0468 0.9636 2.1 0.3 -2.2
C -2.0852 0.4025 -0.2432 -1.1 6.5 3.6
N 3.4305 -0.1271 -0.5956 -1.3 0.3 -3.1
O -2.6108 1.5338 -0.0925 2.2 -6.1 -1.7
H 0.6716 -1.9887 -1.2366 -0.3 0.3 2.2
H -0.8862 -1.5701 -0.8408 -2.0 -0.2 -0.8
H -0.1773 -2.5864 0.3192 -0.1 -1.9 1.1
H 0.7126 -0.5605 1.4058 -0.2 -0.8 0.8
H 0.7595 0.8066 -1.1773 0.5 0.2 -0.3
H 0.9237 1.4505 0.5272 -0.3 1.0 -0.1
H 2.1544 0.5413 -0.0811 1.9 -0.8 -0.5
H -1.0667 0.8287 1.4879 -0.8 -0.3 -0.3
H 3.6255 -0.7401 0.1075 0.6 -2.0 2.9
H 4.3071 0.1763 -0.9640 0.8 1.2 0.1

17
Properties=species:S:1:pos:R:3:forces:R:3 method="wB97M-V/def2-TZVPD" homo_ev=-9.2 charge=0 fmax_ev_per_a=0.37 de_lowest_ev=1.001
C 2.5407 0.1260 -0.2130 0.2 -0.1 0.1
N 1.2737 0.0712 -0.9254 -0.2 0.1 -0.1
C 0.2893 -0.7634 -0.3909 -0.1 0.0 0.1
O 0.4976 -1.9503 -0.2007 0.1 0.3 0.1
N -0.9311 -0.1773 -0.1064 0.1 -0.1 -0.1
C -1.9563 -1.0278 0.4698 -0.1 -0.1 0.0
C -1.1146 1.2352 0.1650 0.0 0.2 0.0
H 2.4625 0.6984 0.7266 0.1 -0.1 -0.2
H 2.8601 -0.8922 0.0216 0.0 0.2 -0.1
H 3.2955 0.6030 -0.8438 -0.1 -0.1 0.1
H 0.9608 0.9631 -1.2755 0.0 -0.1 0.2
H -2.1197 -0.7775 1.5289 0.0 0.0 -0.2
H -1.6227 -2.0617 0.4034 -0.1 0.1 0.0
H -2.9020 -0.9072 -0.0713 0.1 0.0 0.1
H -0.4026 1.8601 -0.3754 -0.2 -0.1 0.1
H -2.1189 1.5373 -0.1517 0.1 0.0 0.1
H -1.0123 1.4628 1.2389 0.0 -0.1 -0.2

17
Properties=species:S:1:pos:R:3:forces:R:3 method="wB97M-V/def2-TZVPD" homo_ev=-9.2 charge=0 fmax_ev_per_a=4.41 de_lowest_ev=2.419
N -1.3663 1.9404 0.2441 1.4 0.4 0.3
C -0.3770 1.2300 1.1377 -0.4 0.2 -1.8
C -0.4820 -0.2088 0.7390 2.5 1.1 -0.2
N 0.4215 -0.7340 -0.1573 -0.2 -1.3 -0.3
C 0.2720 -2.1131 -0.6265 -0.4 -1.2 2.6
C 1.3391 0.0826 -0.8987 -3.1 2.9 -1.2
O -1.2808 -0.8137 1.3676 -2.4 -3.0 0.8
H -2.1939 1.4311 -0.0613 0.4 -0.1 0.7
H -1.6243 2.7692 0.7485 -0.5 0.3 -0.3
H 0.6889 1.5163 0.8508 -1.5 0.6 1.3
H -0.7710 1.2253 2.1872 1.2 0.4 -0.8
H 0.0070 -2.1094 -1.6630 -0.4 -0.1 -0.7
H -0.5823 -2.5889 0.0541 2.0 0.8 -1.7
H 1.2559 -2.7037 -0.5437 -1.4 0.9 0.2
H 2.2748 0.2354 -0.5029 2.1 0.5 2.0
H 1.6706 -0.2560 -1.8700 -1.1 -0.6 -0.6
H 0.7477 1.0973 -1.0058 1.8 -1.7 -0.4

17
Properties=species:S:1:pos:R:3:forces:R:3 method="wB97M-V/def2-TZVPD" homo_ev=-9.3 charge=0 fmax_ev_per_a=1.85 de_lowest_ev=2.185
N 1.6968 -0.4320 -1.7109 -0.1 0.0 -0.9
C 1.9025 0.3364 -0.5069 0.4 0.8 1.5
C 0.5748 0.8409 0.0816 0.1 -1.2 -0.8
N -0.2217 -0.3153 0.5267 0.0 0.9 -0.1
C -1.6565 -0.0216 0.6215 0.0 -0.9 -1.6
C -2.3432 -0.9498 1.5739 -0.6 0.6 1.6
O -3.4615 -1.3841 1.4696 0.1 -0.1 -0.7
H 2.5674 -0.6483 -2.1850 0.1 -0.2 0.4
H 1.1746 0.0698 -2.4242 -0.2 0.2 0.3
H 2.5404 1.2370 -0.5588 0.0 -0.2 -0.5
H 2.3911 -0.3196 0.2172 0.0 0.0 0.1
H 0.1350 1.3362 -0.8006 -0.5 0.4 0.4
H 0.6883 1.5203 0.9193 0.2 0.3 -0.1
H -0.1140 -0.9719 -0.2394 0.0 -0.3 0.3
H -1.9391 1.0144 0.8313 0.4 0.0 0.5
H -2.0936 -0.2139 -0.3659 -0.4 0.2 0.0
H -1.8412 -1.0985 2.5506 0.5 -0.2 -0.3

17
Properties=species:S:1:pos:R:3:forces:R:3 method="wB97M-V/def2-TZVPD" homo_ev=-7.6 charge=0 fmax_ev_per_a=1.81 de_lowest_ev=3.422
C -0.8040 1.3215 -0.5721 1.3 0.3 0.3
C 0.9965 1.1147 1.1043 0.1 -0.1 0.2
N 0.6552 1.0140 -0.3025 -1.8 0.2 -0.1
N 1.0814 -0.1852 -0.8732 0.7 -0.2 -0.3
C -0.6017 -1.8126 -0.0348 0.4 -0.5 0.4
C 0.3756 -1.3819 -0.8385 -0.9 0.3 0.0
O -0.9951 -1.2352 1.1688 0.0 0.2 -0.5
H -1.6288 -1.8125 1.5992 0.0 0.0 -0.1
H 1.4961 -0.0102 -1.7797 -0.1 -0.1 0.3
H -1.0457 -2.7747 -0.2491 0.0 0.0 0.0
H 0.6240 -2.0372 -1.6628 -0.1 0.0 0.0
H 0.7943 2.1365 1.4361 0.1 -0.1 0.0
H -0.9737 1.2106 -1.6398 -0.1 -0.1 0.0
H -0.9322 2.3721 -0.3141 0.0 0.1 -0.1
H -1.5372 0.7578 0.0115 0.3 -0.3 -0.1
H 0.4324 0.4200 1.7375 0.1 0.1 0.0
H 2.0630 0.9023 1.2092 -0.1 0.1 0.0

17
Properties=species:S:1:pos:R:3:forces:R:3 method="wB97M-V/def2-TZVPD" homo_ev=-8.4 charge=0 fmax_ev_per_a=3.55 de_lowest_ev=3.227
C 2.1546 -0.1036 0.1425 -0.2 -0.3 0.1
C -2.1789 1.4319 -0.9148 0.1 0.7 -0.7
N -1.0502 0.9276 -1.0955 2.3 -0.1 1.8
H 2.0417 -0.6504 -0.7924 0.2 0.1 -0.1
H 2.9069 0.6770 0.0450 -0.1 0.0 -0.2
H 2.5095 -0.8049 0.9027 0.0 0.0 0.0
H -2.9824 0.8004 -0.5336 -0.3 -0.2 -0.5
H -2.4637 2.4603 -1.1756 0.1 0.3 0.6
C -0.3477 -1.6426 0.1226 -0.1 0.1 -0.2
C -0.2732 -0.3108 0.8245 1.0 0.3 0.4
N 0.8775 0.4995 0.4989 -0.4 0.0 0.9
O -1.0263 0.0565 1.7025 0.2 -0.2 -0.5
H -0.0069 1.3171 -0.7642 -2.9 -0.3 -2.0
H 0.9675 1.2391 1.1906 -0.1 -0.2 0.0
H 0.3859 -2.3324 0.5468 -0.1 0.0 0.1
H -1.3541 -2.0346 0.2445 0.1 -0.1 0.1
H -0.1601 -1.5303 -0.9444 0.1 0.0 0.1